No. 1
C4H8O3 as an isolated structure. Source: the OMol25 dataset; level of theory: ωB97M-V/def2-TZVPD.

E_LUMO, eV: -0.091
Multiplicity: 1

Geometry as XYZ:
```
15
C4H8O3, DFT ωB97M-V/def2-TZVPD
C 0.928 1.183 0.196
C 0.955 -0.436 0.455
C -0.506 -1.317 0.085
C -1.261 -0.793 -1.125
H -0.577 1.478 1.683
H 0.930 1.227 -0.817
H 1.821 1.491 0.697
H 1.748 -0.551 -0.545
H 1.411 -0.792 1.391
H -0.215 -2.421 -0.080
H -0.980 -1.033 0.960
H -0.914 0.920 -0.408
O -0.201 2.015 0.637
O -1.266 0.654 -1.200
O -1.872 -1.625 -1.929
```

No. 2
A 4-piece molecular cluster, C3H11NO4 overall. Source: the OMol25 dataset; level of theory: ωB97M-V/def2-TZVPD.

E_LUMO, eV: -4.210
Multiplicity: 1

Geometry as XYZ:
```
19
C3H11NO4, DFT ωB97M-V/def2-TZVPD
O 0.939 0.188 -1.080
C 0.570 0.483 0.144
C -0.635 -0.053 0.568
N -1.428 -0.791 -0.230
C -2.896 -0.489 0.043
O -3.197 0.760 -0.144
H 1.254 1.089 0.725
H -1.678 2.715 -2.246
H -1.058 0.169 1.539
H -1.190 -0.586 -1.209
H -3.423 -1.197 -0.632
H -3.053 -0.875 1.081
H -1.915 2.109 -1.873
H 1.887 -0.243 -0.951
H 3.887 -1.141 -0.830
O 3.181 -0.594 -0.483
H 3.230 -0.706 2.572
H 2.949 -0.499 1.037
O 2.574 -0.340 1.968
```

What did we get for max |F|? Answer: 7.6, 4.8 eV Å⁻¹, in the order shown.
What did we get for Kohn-Sham gap? Answer: 0.3758, 0.1910 Ha, in the order shown.
What did we get for energy above the lowest of the compared OMol25 structures with the same formula, charge and spin? Answer: 4.748, 8.319 eV, in the order shown.